# 1
C4H6N2O | ωB97M-V/def2-TZVPD

Energy above the lowest of the compared OMol25 structures with the same formula, charge and spin = 112.4 kcal per mole
HOMO-LUMO gap (spin up / spin down) = 0.2501 / 0.2682 Eh
2S+1 = 1

Structure (XYZ):
```
13
C4H6N2O, DFT ωB97M-V/def2-TZVPD
C 2.286 -0.010 -0.291
C 1.293 -0.974 -0.762
N 0.197 -1.003 -1.169
C -0.835 0.184 -0.877
C -1.320 0.221 0.516
O -2.631 0.549 0.790
N -0.525 -0.057 1.476
H 3.302 -0.389 -0.260
H 1.907 0.228 0.714
H 2.194 0.900 -0.902
H -1.645 -0.011 -1.558
H -3.177 0.596 -0.008
H -1.047 -0.233 2.331
```


# 2
C2H5N3O2 | ωB97M-V/def2-TZVPD

Energy above the lowest of the compared OMol25 structures with the same formula, charge and spin = 172.6 kcal per mole
HOMO-LUMO gap (spin up / spin down) = 0.3422 / 0.2338 Eh
2S+1 = 1

Structure (XYZ):
```
12
C2H5N3O2, DFT ωB97M-V/def2-TZVPD
C 0.018 0.792 0.208
C -0.641 -0.385 0.664
N -0.538 1.829 -0.238
N 2.153 -0.435 -0.144
N -1.799 -0.711 0.044
O 1.392 0.793 0.031
O 1.551 -1.455 0.295
H -0.383 -0.705 1.603
H 0.122 2.402 -0.552
H 2.368 -0.392 -1.258
H -1.990 -0.112 -0.766
H -2.252 -1.620 0.111
```


# 3
C2H3P | ωB97M-V/def2-TZVPD

Energy above the lowest of the compared OMol25 structures with the same formula, charge and spin = 113.0 kcal per mole
HOMO-LUMO gap (spin up / spin down) = 0.3298 / 0.2377 Eh
2S+1 = 1

Structure (XYZ):
```
6
C2H3P, DFT ωB97M-V/def2-TZVPD
C 0.184 -0.998 -0.023
C 0.888 -1.856 -0.534
P -1.294 1.933 0.692
H 0.958 -2.717 -1.221
H -0.415 2.102 -0.549
H -0.322 1.537 1.636
```


# 4
C22H16BrN3O3 | ωB97M-V/def2-TZVPD

Structure (SMILES) = C/C(N)=C(/C#N)C(=O)COC(=O)c1cc(-c2ccccc2)nc2ccc(Br)cc12
HOMO-LUMO gap = 0.3003 Eh
2S+1 = 1

Structure (XYZ):
```
45
C22H16BrN3O3, DFT ωB97M-V/def2-TZVPD
C 4.742 2.016 0.349
C 3.689 1.513 -0.568
N 3.948 0.375 -1.223
H 4.774 -0.161 -1.020
H 3.255 -0.029 -1.834
C 2.478 2.169 -0.740
C 1.537 1.561 -1.589
N 0.829 0.995 -2.298
C 2.148 3.391 -0.028
O 2.959 4.093 0.541
C 0.674 3.820 -0.036
H 0.513 4.446 0.848
H 0.466 4.400 -0.939
O -0.258 2.747 -0.056
C -0.043 1.759 0.815
O 0.825 1.772 1.652
C -0.978 0.626 0.565
C -2.324 0.833 0.427
C -3.175 -0.268 0.153
N -2.703 -1.479 -0.035
C -1.385 -1.706 0.064
C -0.910 -3.013 -0.184
C 0.425 -3.293 -0.121
C 1.323 -2.271 0.216
C 0.912 -0.997 0.490
C -0.455 -0.684 0.403
H 1.621 -0.236 0.776
Br 3.182 -2.668 0.268
H 0.797 -4.286 -0.327
H -1.631 -3.774 -0.437
C -4.627 -0.098 0.033
C -5.307 0.921 0.698
C -6.677 1.048 0.565
C -7.386 0.165 -0.233
C -6.720 -0.857 -0.890
C -5.352 -0.991 -0.756
H -4.818 -1.781 -1.260
H -7.271 -1.550 -1.509
H -8.456 0.271 -0.338
H -7.195 1.838 1.089
H -4.771 1.602 1.343
H -2.729 1.829 0.504
H 4.310 2.271 1.314
H 5.167 2.937 -0.047
H 5.529 1.276 0.477
```


# 5
C4H11NO3 | ωB97M-V/def2-TZVPD

Structure (SMILES) = c1cc[nH]c1.O.O.O
Energy above the lowest of the compared OMol25 structures with the same formula, charge and spin = 61.6 kcal per mole
HOMO-LUMO gap = 0.3503 Eh
2S+1 = 1

Structure (XYZ):
```
19
C4H11NO3, DFT ωB97M-V/def2-TZVPD
C -0.546 1.255 0.248
C 0.005 1.850 1.364
N 1.390 1.929 1.057
C 1.695 1.132 -0.031
C 0.495 0.655 -0.551
H -1.592 1.120 0.058
H -0.499 2.185 2.138
H 2.206 2.003 1.716
H 2.714 1.079 -0.398
H 0.353 0.338 -1.557
H -2.579 -1.429 0.179
H -2.188 -1.090 -1.247
O -2.749 -1.648 -0.702
H 0.720 -1.026 2.771
H 0.242 -1.662 1.485
O 0.277 -1.858 2.419
H -0.174 -0.814 -2.984
H 0.380 -2.331 -2.753
O -0.150 -1.688 -3.211
```


# 6
C30H38MgN4O6Sb | ωB97M-V/def2-TZVPD

Charge = +1
Energy above the lowest of the compared OMol25 structures with the same formula, charge and spin = 0.0 kcal per mole
HOMO-LUMO gap = 0.3324 Eh
2S+1 = 1

Structure (XYZ):
```
80
C30H38MgN4O6Sb, DFT ωB97M-V/def2-TZVPD
Mg 1.081 2.068 -0.646
C 3.590 -1.202 -0.829
C 3.970 0.225 -0.637
N 3.156 1.269 -0.587
C 3.964 2.374 -0.380
C 5.268 1.982 -0.310
N 5.243 0.625 -0.476
C 6.590 2.642 -0.097
O 6.590 3.938 0.083
O 7.575 1.944 -0.081
C 3.348 3.728 -0.235
O 4.070 4.698 -0.007
O 2.077 3.728 -0.324
H 2.654 -1.423 -0.318
H 4.353 -1.859 -0.415
H 3.480 -1.446 -1.887
H 6.085 0.065 -0.460
H 5.659 4.320 0.042
N 0.328 0.186 -1.432
C 0.779 0.057 -2.833
C 0.436 1.343 -3.575
N 1.024 2.484 -2.843
H 0.672 -0.587 -0.869
H -0.685 0.081 -1.416
H 0.325 -0.801 -3.333
H 1.862 -0.078 -2.832
H -0.648 1.473 -3.590
H 0.775 1.283 -4.610
H 0.582 3.353 -3.119
H 2.006 2.599 -3.084
C -0.896 4.532 -0.669
O -0.687 3.209 -0.162
C -1.079 3.073 1.215
C 0.115 2.646 2.029
O 0.685 1.515 1.359
C 1.614 0.794 2.174
H -0.248 5.242 -0.154
H -1.944 4.809 -0.557
H -0.640 4.528 -1.724
H -1.871 2.325 1.264
H -1.457 4.023 1.593
H -0.204 2.355 3.033
H 0.864 3.440 2.098
H 1.135 0.521 3.115
H 2.505 1.396 2.364
H 1.881 -0.115 1.640
C -5.877 -3.714 3.184
C -5.596 -3.977 1.851
C -4.726 -3.157 1.145
C -4.132 -2.064 1.769
C -4.440 -1.791 3.100
C -5.302 -2.618 3.809
Sb -2.731 -0.755 0.847
C -0.984 -1.842 1.510
C -0.056 -2.466 0.679
C 1.050 -3.126 1.206
C 1.251 -3.167 2.578
C 0.333 -2.553 3.420
C -0.768 -1.897 2.888
C -2.733 -1.449 -1.177
C -2.997 -0.502 -2.170
C -2.978 -0.851 -3.516
C -2.697 -2.157 -3.887
C -2.442 -3.113 -2.911
C -2.462 -2.762 -1.567
H -6.553 -4.357 3.732
H -6.057 -4.823 1.357
H -4.531 -3.370 0.103
H -4.019 -0.922 3.595
H -5.532 -2.398 4.843
H -0.211 -2.488 -0.395
H 1.741 -3.636 0.544
H 2.103 -3.691 2.991
H 0.468 -2.595 4.493
H -1.480 -1.440 3.569
H -3.237 0.520 -1.891
H -3.203 -0.108 -4.272
H -2.688 -2.436 -4.932
H -2.235 -4.136 -3.196
H -2.258 -3.521 -0.822
```